No. 1
The following is a quantum chemistry calculation of a structure of composition C73H116F12N17O26S12, from the OMol25 dataset.

HOMO-LUMO gap ... 0.2696 hartree
Maximum force ... 0.134 Eh/bohr
Net charge ... +5
Electronic energy ... -318733.278 eV
Highest occupied orbital energy ... -16.46 eV
LUMO level ... -9.1 eV

Each line ends with the Löwdin charge.
Element x y z (Å)
C 0.4840 -4.1476 7.9191  -0.12
C -0.5098 -5.2106 8.2188  -0.27
C -0.8732 -5.9170 6.9289  -0.20
C -1.5346 -7.2242 7.2852  -0.14
N -2.1243 -8.1113 6.2030  -0.25
C -3.0090 -9.2062 6.8371  -0.06
C -4.3614 -9.2976 6.0806  -0.14
C -4.2473 -8.3162 4.9906  -0.17
C -3.1919 -7.2805 5.4476  -0.07
C -1.1231 -8.6406 5.2613  0.04
H 0.8130 -3.4843 8.6911  0.07
H 0.0741 -3.3811 7.1669  0.10
H 1.4230 -4.5016 7.4955  0.08
H -1.3528 -4.8113 8.8057  0.13
H 0.0129 -5.9647 8.8214  0.12
H 0.0700 -6.1752 6.4328  0.12
H -1.5338 -5.2927 6.3076  0.13
H -2.4311 -6.8568 7.8624  0.15
H -0.9531 -7.8859 7.8956  0.14
H -2.3847 -10.1046 6.9146  0.14
H -3.2159 -8.9337 7.8699  0.13
H -4.6122 -10.3373 5.6840  0.16
H -5.1124 -8.9756 6.8086  0.13
H -3.9063 -8.7983 4.0830  0.11
H -5.1764 -7.9029 4.6708  0.12
H -2.7154 -6.7412 4.6226  0.11
H -3.6357 -6.5718 6.1057  0.12
H -0.5950 -9.4141 5.8079  0.12
H -0.4845 -7.8074 4.9969  0.10
H -1.6262 -9.0070 4.3844  0.11
C -2.7854 5.3036 -0.6893  0.02
N -2.6445 6.7054 -0.3374  -0.05
C -2.5407 7.6528 -1.3461  0.08
C -2.7061 8.9945 -1.0397  0.03
C -3.0233 9.4440 0.2392  -0.08
C -3.0092 8.4461 1.2334  0.06
C -2.8224 7.1332 0.8711  -0.05
C -3.7153 10.8349 0.4085  -0.11
C -4.6084 11.0411 1.4329  0.05
C -5.2629 12.2619 1.4834  0.03
N -4.9657 13.2473 0.6131  -0.07
C -3.9874 13.0587 -0.2739  0.02
C -3.2946 11.8798 -0.3524  0.03
C -5.6622 14.5698 0.6900  0.06
H -2.9223 5.1925 -1.7379  0.06
H -3.6429 4.9813 -0.1031  0.11
H -1.8334 4.7714 -0.5351  0.10
H -2.3796 7.3341 -2.3543  0.15
H -2.6500 9.7421 -1.8355  0.13
H -3.1903 8.6669 2.2581  0.13
H -2.8315 6.3810 1.6758  0.13
H -4.9117 10.2887 2.1473  0.14
H -5.9770 12.3756 2.2655  0.15
H -3.7812 13.8782 -0.9500  0.16
H -2.4703 11.7493 -1.0629  0.15
H -6.1729 14.7423 -0.2549  0.12
H -4.9077 15.2995 0.9554  0.11
H -6.4096 14.5485 1.4941  0.11
C 11.2712 1.0986 -5.0780  0.05
N 10.2564 1.7035 -4.1896  -0.09
C 9.1392 1.0902 -3.8757  -0.01
C 8.2238 1.6260 -3.0422  0.03
C 8.3521 2.8784 -2.4692  -0.08
C 9.5704 3.5268 -2.8089  0.07
C 10.4867 2.9595 -3.6824  0.04
C 7.3514 3.3852 -1.5055  -0.12
C 7.6283 4.3123 -0.4922  0.06
C 6.6303 4.7833 0.3225  0.02
N 5.3662 4.3966 0.1792  -0.04
C 5.0604 3.5583 -0.8269  0.01
C 6.0377 3.0800 -1.6661  0.05
C 4.2723 4.9824 0.9378  0.02
H 10.7808 0.2744 -5.6431  0.12
H 12.1311 0.8266 -4.4199  0.13
H 11.5038 1.8829 -5.7779  0.10
H 8.8936 0.1087 -4.3170  0.17
H 7.4064 0.9271 -2.8517  0.12
H 9.7185 4.5177 -2.4688  0.12
H 11.4785 3.3326 -3.9087  0.16
H 8.6789 4.4850 -0.2412  0.14
H 6.8039 5.3908 1.1659  0.14
H 4.0099 3.3685 -1.0638  0.09
H 5.7047 2.4427 -2.5304  0.13
H 4.5310 5.3971 1.9139  0.12
H 3.4670 4.2442 1.1288  0.08
H 3.8357 5.8041 0.3606  0.12
C 7.3295 -4.0219 0.9234  0.04
N 6.0045 -4.4366 0.4834  -0.05
C 5.5584 -4.3813 -0.8073  0.05
C 4.2246 -4.7639 -1.0594  0.06
C 3.4215 -5.2173 -0.0332  -0.12
C 3.9221 -5.2417 1.2490  0.02
C 5.2057 -4.8307 1.4642  -0.04
C 2.1313 -5.9054 -0.3391  -0.08
C 1.5154 -6.8556 0.4916  0.05
C 0.3699 -7.4929 0.1645  0.01
N -0.2630 -7.1792 -0.9935  -0.10
C 0.2865 -6.3361 -1.8587  0.01
C 1.4976 -5.7213 -1.5839  0.07
C -1.4474 -7.9247 -1.3700  0.02
H 7.8260 -4.8801 1.4576  0.14
H 7.2108 -3.1460 1.5819  0.11
H 7.9400 -3.7981 0.0476  0.11
H 6.1500 -3.9172 -1.5376  0.09
H 3.9725 -4.7464 -2.1082  0.12
H 3.4086 -5.5595 2.1654  0.15
H 5.5744 -4.8857 2.4615  0.15
H 1.9601 -7.1207 1.4028  0.11
H -0.2378 -8.1383 0.7839  0.16
H -0.3864 -6.2703 -2.6878  0.13
H 1.9108 -4.9203 -2.2515  0.15
H -1.7772 -7.6438 -2.3326  0.09
H -2.2370 -7.6876 -0.6551  0.11
H -1.2335 -8.9991 -1.3412  0.12
C -5.5004 -0.3560 -7.5576  0.04
N -4.0020 -0.4564 -7.5855  -0.05
C -3.4100 -1.5467 -8.0852  0.01
C -2.0509 -1.5899 -8.2517  0.08
C -1.3127 -0.5047 -7.7361  -0.13
C -1.8946 0.6626 -7.3042  0.08
C -3.3127 0.6634 -7.2832  0.05
C 0.1550 -0.5764 -7.6357  -0.16
C 0.7951 -1.1105 -6.5844  0.06
C 2.1443 -1.0028 -6.4896  -0.01
N 2.8585 -0.5312 -7.4788  -0.05
C 2.2852 -0.0190 -8.5487  0.02
C 0.9184 0.0188 -8.6156  0.07
C 4.3671 -0.5207 -7.3825  0.08
H -5.8621 0.3432 -6.7795  0.11
H -5.9652 -1.2971 -7.2341  0.11
H -6.0239 -0.1173 -8.4931  0.12
H -4.0313 -2.3345 -8.3983  0.14
H -1.6015 -2.4032 -8.7054  0.12
H -1.3433 1.5093 -6.9783  0.13
H -3.8364 1.5117 -6.8540  0.13
H 0.2904 -1.6262 -5.7530  0.16
H 2.7561 -1.3774 -5.6952  0.12
H 2.9901 0.4082 -9.2671  0.16
H 0.4863 0.4842 -9.4428  0.13
H 4.7681 -1.5397 -7.4126  0.11
H 4.6263 -0.0859 -6.4266  0.10
H 4.7454 0.1166 -8.1504  0.09
C -0.6410 0.1477 -2.2053  -0.06
C 0.4555 0.7338 -1.4073  -0.19
N 0.5097 0.1318 -0.0711  -0.23
C 1.2821 -1.1764 -0.1786  0.05
C 1.3727 0.9398 0.8347  -0.18
C 2.5946 1.5974 0.2969  -0.05
C -0.8544 -0.0630 0.6193  -0.05
C -1.0131 -0.1329 2.1019  -0.21
O -0.3761 -1.2597 2.6832  -0.19
C -0.3692 -1.2084 4.0968  -0.09
H -0.6183 0.7048 -3.1514  0.09
H -1.6657 0.3320 -1.8096  0.07
H -0.5362 -0.9321 -2.3591  0.08
H 0.4112 1.8087 -1.2931  0.13
H 1.3880 0.4147 -1.9432  0.14
H 1.0588 -1.6509 0.8087  0.10
H 2.3404 -0.9132 -0.1563  0.10
H 0.9243 -1.7848 -0.9988  0.09
H 1.5134 0.3612 1.7225  0.13
H 0.7450 1.7638 1.1527  0.10
H 2.4565 2.1551 -0.6527  0.06
H 3.5298 1.0160 0.3651  0.08
H 2.8127 2.3917 1.0292  0.08
H -1.3117 -0.8933 0.0092  0.12
H -1.4302 0.8780 0.4628  0.15
H -2.1006 -0.0271 2.2112  0.12
H -0.6476 0.7334 2.5740  0.08
H 0.2046 -2.0657 4.4511  0.08
H -1.3892 -1.2873 4.4775  0.08
H 0.0931 -0.2900 4.5545  0.12
C -6.2684 -2.6416 1.9274  -0.03
C -5.8506 -1.9813 3.2776  -0.17
N -5.9621 -0.4950 3.2960  -0.25
C -7.3944 -0.0147 3.3011  0.05
C -5.2065 -0.0664 4.5598  -0.16
C -5.7279 -0.6692 5.8445  -0.04
C -5.2591 0.0997 2.0344  -0.05
C -4.7334 1.5225 2.2756  -0.21
O -5.7197 2.4860 2.6251  -0.19
C -6.5702 2.8666 1.5604  -0.07
H -7.1703 -2.1718 1.5258  0.07
H -6.4181 -3.7423 1.9443  0.10
H -5.4308 -2.4359 1.2075  0.07
H -4.7626 -2.2100 3.5523  0.15
H -6.4041 -2.2995 4.1190  0.10
H -7.4082 1.0903 3.2791  0.11
H -7.9372 -0.3234 4.1788  0.10
H -7.8203 -0.5344 2.4414  0.10
H -5.2847 1.0279 4.6071  0.14
H -4.1930 -0.3369 4.3218  0.12
H -6.7339 -0.2929 5.9809  0.09
H -5.0861 -0.2473 6.6439  0.11
H -5.5738 -1.7164 5.9536  0.07
H -6.0093 0.0764 1.2600  0.12
H -4.3622 -0.5008 1.7909  0.14
H -4.2506 1.8214 1.3336  0.11
H -3.9718 1.5725 3.0689  0.10
H -7.2983 2.0411 1.3256  0.10
H -6.0006 3.2229 0.7379  0.07
H -7.1832 3.6581 1.9129  0.09
N -3.7034 1.6916 -3.2741  -0.30
S -3.2974 2.8923 -4.1805  0.51
O -2.6454 2.3201 -5.2989  -0.31
O -2.7249 4.0319 -3.5357  -0.27
F -4.6490 3.4651 -4.8790  -0.19
S -4.4231 1.9332 -1.8793  0.52
O -5.5887 2.6402 -2.0728  -0.22
O -3.5080 2.2699 -0.7805  -0.32
F -4.5218 0.3353 -1.5270  -0.21
N 1.7053 3.5589 -3.8110  -0.29
S 1.7024 4.7460 -2.7177  0.55
O 3.0178 4.9500 -2.0868  -0.31
O 0.5140 4.6514 -1.9407  -0.28
F 1.2764 5.9069 -3.7035  -0.16
S 2.9246 2.5280 -3.9638  0.47
O 2.7515 1.7012 -5.0610  -0.25
O 3.3301 1.9797 -2.7174  -0.31
F 4.1369 3.4717 -4.4436  -0.18
N -0.5044 4.8480 3.3228  -0.28
S 0.1984 4.8646 1.9108  0.61
O -0.1092 3.8462 0.9128  -0.31
O 1.5703 5.3432 2.0292  -0.29
F -0.4046 6.2519 1.1384  -0.23
S -1.9111 4.0836 3.4542  0.59
O -2.6675 4.7270 4.4855  -0.26
O -1.9165 2.6644 3.3201  -0.28
F -2.8411 4.5307 2.0982  -0.26
N 5.5235 -2.8086 -3.2790  -0.33
S 6.0798 -3.2738 -4.7561  0.50
O 6.9375 -2.2790 -5.3632  -0.30
O 5.0014 -3.7286 -5.5422  -0.27
F 6.9649 -4.3970 -4.2376  -0.11
S 4.7864 -1.4558 -3.0960  0.42
O 3.4030 -1.4810 -3.4888  -0.30
O 5.5232 -0.3396 -3.4897  -0.27
F 4.8428 -1.4838 -1.5224  -0.16
N -2.1002 -5.1688 0.1330  -0.28
S -2.3763 -4.0047 -0.9081  0.51
O -2.3964 -4.6492 -2.1683  -0.28
O -1.5775 -2.7948 -0.8336  -0.31
F -3.8689 -3.4862 -0.5100  -0.19
S -1.8892 -4.5754 1.6420  0.46
O -1.8214 -5.7583 2.4403  -0.31
O -2.7318 -3.4913 1.9953  -0.27
F -0.4478 -4.0507 1.6892  -0.13
N 5.2057 -2.2183 3.4599  -0.29
S 5.4940 -0.7095 3.2326  0.55
O 4.6781 -0.1384 2.1520  -0.33
O 6.8984 -0.4389 3.4015  -0.28
F 4.8043 -0.0279 4.5858  -0.21
S 3.6817 -2.5687 3.3168  0.44
O 3.2993 -3.4941 4.2913  -0.24
O 3.2816 -2.7067 1.9929  -0.27
F 2.8192 -1.2439 3.7188  -0.20

---

No. 2
The following is a quantum chemistry calculation of a structure of composition C73H74GeMoNO4S5, from the OMol25 dataset.

HOMO-LUMO gap (spin up / spin down) ... 0.2776 / 0.2703 hartree
Maximum force ... 0.057 Eh/bohr
Net charge ... +1
2S+1 ... 3
<S²> ... 2.115
Electronic energy ... -199125.268 eV
Highest occupied orbital energy (spin up / spin down) ... -10.21 / -10.12 eV
LUMO level (spin up / spin down) ... -2.7 / -2.8 eV

Each line ends with the Löwdin charge.
Element x y z (Å)
Mo -1.8086 -0.4630 -1.0083  1.47
C -1.2361 -2.5083 3.6785  -0.48
C -1.8208 -2.2795 2.2789  -0.45
S -1.6451 -0.5690 1.6517  0.80
C -3.2713 0.1342 2.1242  -0.47
C -3.3055 0.6811 3.5416  -0.47
S -1.7973 1.6578 3.9154  0.85
C -1.3172 1.0383 5.5623  -0.51
C -1.1374 -0.4653 5.6673  -0.50
S -0.1307 -1.1870 4.2988  0.83
H -0.6211 -3.4062 3.6547  0.06
H -2.0204 -2.6432 4.4199  0.08
H -2.8864 -2.5163 2.2495  0.09
H -1.2889 -2.9061 1.5567  0.04
H -4.0292 -0.6392 1.9856  0.09
H -3.4410 0.9410 1.4115  0.04
H -3.3680 -0.1155 4.2757  0.07
H -4.1741 1.3329 3.6422  0.08
H -2.0583 1.3702 6.2923  0.08
H -0.3766 1.5550 5.7528  0.07
H -2.0982 -0.9777 5.6652  0.06
H -0.6233 -0.7097 6.5991  0.08
C 4.5078 -5.2562 6.6986  -0.04
C 3.9159 -4.4849 5.5611  -0.26
C 3.1726 -5.1500 4.5891  -0.02
C 2.5864 -4.4570 3.5486  -0.06
C 2.7392 -3.0850 3.4770  -0.36
C 3.4735 -2.3982 4.4277  -0.07
C 4.0726 -3.1062 5.4552  -0.03
S 1.7703 -2.1961 2.2387  0.95
O 0.8668 -3.2312 1.6874  -0.57
C 3.0896 -1.8991 1.0196  -0.30
C 3.7831 -0.7043 1.2770  -0.07
C 4.7506 -0.2651 0.4230  0.00
C 5.0569 -0.9973 -0.7454  -0.15
C 6.0409 -0.5631 -1.6572  -0.02
C 6.3123 -1.2755 -2.7921  -0.06
C 5.5890 -2.4412 -3.0769  -0.06
C 4.6303 -2.8900 -2.2124  -0.02
C 4.3502 -2.1978 -1.0150  -0.10
C 3.3569 -2.6555 -0.0959  -0.14
C 2.6038 -3.8810 -0.4434  -0.14
C 3.2151 -5.1618 -0.4997  -0.11
C 4.5448 -5.4012 -0.0841  -0.01
C 5.0943 -6.6478 -0.1952  -0.06
C 4.3441 -7.7181 -0.7075  -0.06
C 3.0460 -7.5261 -1.0863  -0.02
C 2.4484 -6.2534 -0.9930  -0.15
C 1.1067 -6.0580 -1.3818  0.01
C 0.5242 -4.8250 -1.2922  -0.04
C 1.2929 -3.7518 -0.8365  -0.30
S 0.5294 -2.1428 -0.6071  1.02
O -0.9107 -2.4001 -1.0216  -0.64
C 1.3074 -1.2837 -1.9873  -0.36
C 1.5654 0.0605 -1.7446  -0.10
C 2.2434 0.8149 -2.6823  -0.03
C 2.6765 0.2350 -3.8742  -0.27
C 3.3659 1.0516 -4.9191  -0.03
C 2.4345 -1.1191 -4.0869  -0.03
C 1.7549 -1.8831 -3.1543  -0.07
H 3.7919 -5.9913 7.0634  0.08
H 4.7965 -4.5996 7.5159  0.08
H 5.3935 -5.7946 6.3607  0.09
H 3.0365 -6.2187 4.6653  0.12
H 1.9885 -4.9604 2.8018  0.11
H 3.5652 -1.3241 4.3766  0.11
H 4.6511 -2.5746 6.1956  0.12
H 3.5167 -0.1547 2.1679  0.11
H 5.2927 0.6460 0.6201  0.12
H 6.5818 0.3440 -1.4389  0.12
H 7.0831 -0.9504 -3.4732  0.11
H 5.8062 -2.9932 -3.9790  0.11
H 4.0837 -3.7918 -2.4400  0.12
H 5.1230 -4.5813 0.3171  0.12
H 6.1149 -6.8197 0.1110  0.11
H 4.7996 -8.6906 -0.7939  0.11
H 2.4515 -8.3387 -1.4731  0.12
H 0.5492 -6.9089 -1.7429  0.12
H -0.5058 -4.6472 -1.5692  0.12
H 1.2548 0.5000 -0.7966  0.11
H 2.4475 1.8578 -2.4863  0.12
H 3.5832 2.0497 -4.5497  0.08
H 2.7285 1.1439 -5.7990  0.09
H 4.2912 0.5735 -5.2338  0.08
H 2.7908 -1.5840 -4.9945  0.13
H 1.5674 -2.9314 -3.3333  0.13
C -4.8863 -2.4338 -1.3410  -0.06
C -5.2770 -0.9995 -1.7294  -0.38
C -6.7463 -0.7704 -1.3841  -0.07
C -4.9214 -0.7453 -3.1746  -0.12
C -5.8489 -0.6543 -4.1937  -0.02
C -5.4534 -0.4491 -5.5059  -0.05
C -4.1096 -0.3434 -5.8206  -0.02
C -3.1425 -0.4169 -4.8346  -0.13
C -1.6757 -0.3717 -5.1833  -0.35
C -1.0561 -1.7399 -4.8797  -0.05
C -0.9363 0.7666 -4.4775  -0.05
C -3.5461 -0.6078 -3.4949  -0.25
N -2.6608 -0.6153 -2.5048  -0.14
H -5.2050 -2.6417 -0.3221  0.07
H -3.8034 -2.5739 -1.4115  0.05
H -5.3709 -3.1490 -1.9994  0.09
H -4.6511 -0.3088 -1.1274  0.11
H -7.3856 -1.4702 -1.9186  0.08
H -7.0625 0.2422 -1.6218  0.09
H -6.8903 -0.9353 -0.3172  0.08
H -6.9003 -0.7444 -3.9758  0.11
H -6.1932 -0.3682 -6.2865  0.11
H -3.8075 -0.2173 -6.8508  0.12
H -1.5955 -0.1961 -6.2618  0.13
H -1.0558 -1.9263 -3.8013  0.05
H -0.0370 -1.7938 -5.2555  0.07
H -1.6444 -2.5176 -5.3618  0.09
H -1.0389 0.6919 -3.3879  0.04
H -1.3534 1.7231 -4.7798  0.09
H 0.1205 0.7366 -4.7324  0.07
O -3.2399 2.1057 -2.2309  0.07
C -2.9802 2.2308 -1.0507  -0.63
O -2.2131 1.3788 -0.4317  -0.32
C -3.6095 3.3186 -0.1900  -0.15
C -2.8610 3.5829 1.1124  -0.26
Ge -1.5585 5.1069 0.9682  1.08
C -2.3698 6.7490 1.7299  -0.27
C -1.7587 7.9784 1.5154  -0.12
C -2.2820 9.1348 2.0628  -0.08
C -3.4166 9.0771 2.8535  -0.08
C -4.0179 7.8550 3.1020  -0.09
C -3.4962 6.7024 2.5420  -0.11
C 0.0137 4.6430 2.0856  -0.26
C 1.2840 4.4484 1.5634  -0.11
C 2.3479 4.1531 2.3968  -0.09
C 2.1561 4.0578 3.7638  -0.09
C 0.8923 4.2534 4.2945  -0.10
C -0.1695 4.5398 3.4592  -0.15
C -1.0188 5.2857 -0.9357  -0.26
C -1.2167 6.4597 -1.6504  -0.10
C -0.8097 6.5653 -2.9688  -0.08
C -0.1878 5.4957 -3.5896  -0.08
C 0.0009 4.3123 -2.8946  -0.08
C -0.4208 4.2084 -1.5815  -0.12
H -4.6351 2.9832 0.0046  0.13
H -3.6892 4.2168 -0.8059  0.11
H -2.2784 2.7102 1.4104  0.02
H -3.5719 3.7764 1.9150  0.06
H -0.8563 8.0239 0.9196  0.10
H -1.8018 10.0844 1.8807  0.10
H -3.8249 9.9807 3.2799  0.10
H -4.8922 7.8002 3.7352  0.10
H -3.9699 5.7517 2.7511  0.09
H 1.4470 4.5454 0.4976  0.09
H 3.3359 4.0172 1.9828  0.10
H 2.9915 3.8442 4.4140  0.10
H 0.7405 4.2030 5.3627  0.10
H -1.1579 4.7004 3.8696  0.09
H -1.7013 7.3006 -1.1724  0.09
H -0.9750 7.4858 -3.5107  0.11
H 0.1402 5.5837 -4.6148  0.10
H 0.4758 3.4700 -3.3779  0.09
H -0.2910 3.2723 -1.0486  0.10

---

Q: Number 1 is which compound?
A: C73H116F12N17O26S12

---

Q: electronic energy of number 1 (C73H116F12N17O26S12)?
A: -318733.278 eV

---

Q: Look up the electronic energy of the first one.
A: -318733.278 eV

---

Q: Among the records above, which one has the lowest net charge?
A: C73H74GeMoNO4S5